[1]
Here is a molecular structure, C39H43Br63N6O2S at a distorted geometry from the Open Molecules 2025 dataset. Energies are from the ωB97M-V functional and the def2-TZVPD basis.

Results
Kohn-Sham gap = 7.40 eV
E_tot = -164551.65669 Ha

CARTESIAN COORDINATES (ANGSTROEM)
C: 3.772 2.787 5.420
C: 2.833 3.992 5.597
N: 1.512 3.664 5.009
C: 0.384 3.993 5.858
C: -0.308 2.729 6.452
C: -0.335 1.634 5.410
C: 0.292 0.386 5.683
C: 0.290 -0.613 4.752
C: -0.309 -0.462 3.488
N: -0.279 -1.520 2.607
C: -0.851 -1.238 1.450
C: -1.420 0.016 1.117
C: -1.965 0.233 -0.268
C: -1.002 1.210 -0.997
S: 0.268 0.205 -1.848
C: 1.837 0.573 -1.179
N: 2.264 0.675 0.059
N: 3.601 0.956 -0.053
C: 3.933 1.020 -1.302
O: 2.828 0.802 -2.064
N: -1.500 1.020 1.973
C: -0.926 0.768 3.193
C: -0.941 1.797 4.182
N: -1.598 3.006 3.848
C: 1.358 4.157 3.686
C: 0.760 5.512 3.382
O: 1.736 3.462 2.744
H: 3.596 2.029 6.181
H: 4.809 3.129 5.475
H: 3.635 2.346 4.435
H: 3.296 4.800 5.022
H: 2.744 4.229 6.656
H: 0.680 4.622 6.700
H: -0.398 4.537 5.337
H: 0.228 2.397 7.336
H: -1.339 3.016 6.677
H: 0.749 0.260 6.655
H: 0.751 -1.563 4.990
H: -0.842 -2.002 0.681
H: -1.991 -0.703 -0.821
H: -2.930 0.736 -0.241
H: -0.515 1.889 -0.304
H: -1.549 1.773 -1.749
H: 4.912 1.218 -1.692
H: -2.016 3.414 4.675
H: -2.339 2.854 3.174
H: -0.247 5.322 3.004
H: 1.297 5.984 2.567
H: 0.640 6.161 4.247
C: -6.036 1.338 -1.141
Br: -4.781 0.603 -2.404
Br: -7.748 0.477 -1.271
Br: -5.346 1.315 0.665
H: -6.184 2.374 -1.411
C: 0.087 -1.801 -5.561
Br: 1.037 -3.350 -4.928
Br: -0.204 -1.878 -7.466
Br: -1.558 -1.508 -4.619
H: 0.720 -0.946 -5.372
C: 2.504 -7.218 -3.579
Br: 3.649 -7.783 -5.019
Br: 0.896 -8.270 -3.484
Br: 3.436 -7.193 -1.898
H: 2.198 -6.205 -3.798
C: -4.416 -3.579 3.115
Br: -2.722 -2.737 2.695
Br: -5.895 -2.498 2.527
Br: -4.539 -5.374 2.430
H: -4.483 -3.642 4.192
C: 8.592 1.289 6.236
Br: 8.405 2.050 7.995
Br: 7.106 0.174 5.750
Br: 8.909 2.670 4.930
H: 9.471 0.659 6.260
C: 1.197 0.709 -10.320
Br: 0.258 1.364 -11.868
Br: 2.994 0.178 -10.748
Br: 1.149 1.975 -8.875
H: 0.676 -0.176 -9.984
C: 11.382 0.776 2.105
Br: 12.537 -0.084 0.828
Br: 9.747 1.383 1.293
Br: 11.051 -0.350 3.629
H: 11.905 1.650 2.467
C: -9.133 2.031 -5.180
Br: -9.836 2.827 -6.782
Br: -7.340 1.376 -5.428
Br: -9.244 3.242 -3.687
H: -9.753 1.178 -4.944
C: 5.322 -9.735 -8.495
Br: 3.839 -10.936 -8.738
Br: 6.986 -10.686 -8.315
Br: 5.403 -8.412 -9.890
H: 5.155 -9.209 -7.567
C: 6.446 4.282 1.113
Br: 4.957 3.098 0.787
Br: 8.065 3.298 1.464
Br: 6.688 5.552 -0.322
H: 6.228 4.854 2.004
C: -8.610 0.455 2.946
Br: -9.922 -0.937 2.699
Br: -9.293 2.168 2.414
Br: -7.918 0.482 4.740
H: -7.782 0.232 2.285
C: -2.760 -8.790 -2.259
Br: -2.309 -8.147 -0.502
Br: -4.297 -9.948 -2.225
Br: -2.986 -7.345 -3.511
H: -1.925 -9.383 -2.604
C: 4.599 5.908 9.087
Br: 5.642 4.371 8.593
Br: 5.545 7.533 8.674
Br: 2.834 5.908 8.313
H: 4.463 5.884 10.158
C: 4.720 -6.395 2.372
Br: 5.134 -7.866 1.199
Br: 3.162 -5.445 1.783
Br: 4.529 -6.987 4.196
H: 5.555 -5.711 2.343
C: 0.687 -9.113 4.302
Br: -0.518 -10.610 4.188
Br: 0.659 -8.047 2.702
Br: 0.367 -8.052 5.877
H: 1.685 -9.516 4.394
C: -0.898 -5.663 -8.061
Br: -0.198 -6.689 -6.594
Br: 0.087 -5.974 -9.685
Br: -2.784 -5.962 -8.299
H: -0.771 -4.620 -7.808
C: 13.634 1.327 6.797
Br: 14.739 0.424 5.504
Br: 11.986 1.939 6.011
Br: 13.312 0.237 8.349
H: 14.177 2.201 7.126
C: -9.565 6.784 -8.674
Br: -10.880 5.401 -8.908
Br: -10.230 8.496 -9.244
Br: -8.910 6.835 -6.864
H: -8.727 6.539 -9.310
C: -0.290 0.779 -15.841
Br: 0.205 -1.081 -15.885
Br: 1.028 1.885 -16.701
Br: -2.047 1.063 -16.573
H: -0.325 1.078 -14.804
C: -14.504 5.790 -6.467
Br: -14.358 7.593 -7.123
Br: -15.069 4.573 -7.848
Br: -12.871 5.206 -5.639
H: -15.270 5.787 -5.705
C: -8.332 1.901 8.763
Br: -6.940 0.637 8.338
Br: -9.080 2.683 7.175
Br: -9.687 1.117 9.881
H: -7.874 2.699 9.329

[2]
Here is a molecular structure, C39H43BrGeN9RbS2 at a distorted geometry from the Open Molecules 2025 dataset. Energies are from the ωB97M-V functional and the def2-TZVPD basis.

Results
net charge = +2
relative energy (zero: lowest compared OMol25 entry of this formula, charge and spin) = 1.068 eV
Kohn-Sham gap = 5.20 eV
E_tot = -7475.56169 Ha

CARTESIAN COORDINATES (ANGSTROEM)
Rb: 1.411 -1.383 -0.709
C: -3.172 -2.118 -1.393
C: -2.185 -1.978 -0.392
N: -1.750 -0.708 -0.185
C: -1.948 0.321 -1.124
C: -3.000 0.112 -2.081
N: -3.564 -1.126 -2.190
C: -1.123 1.509 -1.090
C: -1.752 2.788 -1.110
C: -1.085 3.950 -1.376
C: 0.348 3.810 -1.527
C: 0.919 2.549 -1.435
N: 0.233 1.385 -1.136
C: 2.350 2.268 -1.702
C: 3.221 3.383 -1.710
N: 4.431 3.378 -2.279
C: 4.910 2.189 -2.635
C: 4.158 1.044 -2.371
N: 2.875 1.055 -1.979
C: -1.791 5.171 -1.456
C: -1.052 6.394 -1.438
C: -1.754 7.581 -1.644
N: -3.075 7.626 -1.690
C: -3.763 6.467 -1.644
C: -3.139 5.246 -1.557
H: -3.589 -3.100 -1.656
H: -1.722 -2.853 -0.039
H: -3.334 0.894 -2.780
H: -2.852 2.854 -1.118
H: 1.018 4.665 -1.669
H: 2.977 4.414 -1.302
H: 5.908 2.157 -2.972
H: 4.532 0.040 -2.506
H: -0.016 6.410 -1.234
H: -1.229 8.561 -1.643
H: -4.822 6.592 -1.786
H: -3.782 4.389 -1.465
C: 0.788 -5.628 0.588
C: 0.780 -5.603 -0.913
N: 0.794 -4.402 -1.503
C: 0.797 -4.591 -2.874
C: 0.843 -5.955 -3.278
S: 0.913 -7.010 -1.981
C: 0.776 -3.482 -3.849
C: 0.460 -3.826 -5.173
S: 0.583 -2.412 -6.165
C: 0.936 -1.468 -4.706
N: 1.207 -2.192 -3.653
C: 1.028 0.049 -4.707
H: 0.395 -6.638 0.840
H: 0.141 -4.852 1.034
H: 1.800 -5.440 0.935
H: 0.901 -6.232 -4.363
H: 0.218 -4.777 -5.658
H: 1.196 0.325 -3.688
H: 0.104 0.465 -5.070
H: 1.829 0.317 -5.385
C: -5.882 -3.621 2.785
C: -4.490 -2.972 3.073
C: -4.207 -1.526 2.476
C: -2.704 -1.270 2.808
Ge: -1.833 0.085 1.699
C: 0.025 0.583 2.297
C: 0.118 1.393 3.624
C: 1.411 2.121 3.874
C: 1.511 2.568 5.342
H: -6.029 -4.628 3.227
H: -5.920 -3.822 1.742
H: -6.676 -2.972 3.107
H: -3.722 -3.626 2.697
H: -4.282 -2.798 4.117
H: -4.831 -0.801 2.945
H: -4.395 -1.688 1.327
H: -2.025 -2.136 2.751
H: -2.638 -0.964 3.866
H: -2.596 1.493 1.686
H: 0.591 1.032 1.437
H: 0.556 -0.383 2.537
H: -0.098 0.690 4.458
H: -0.743 2.109 3.670
H: 1.512 2.941 3.178
H: 2.227 1.436 3.669
H: 0.726 3.342 5.561
H: 2.467 3.050 5.611
H: 1.341 1.702 6.044
Br: 6.697 -0.959 4.447
C: 5.410 -1.177 3.090
C: 5.202 -0.145 2.120
C: 4.174 -0.341 1.212
N: 3.356 -1.409 1.224
C: 3.561 -2.381 2.175
C: 4.530 -2.297 3.139
H: 5.847 0.781 2.139
H: 3.941 0.293 0.399
H: 2.756 -3.119 2.293
H: 4.828 -3.167 3.743

[3]
Here is a molecular structure, C39H43ClP2Si2Zr at a distorted geometry from the Open Molecules 2025 dataset. Energies are from the ωB97M-V functional and the def2-TZVPD basis.

Results
net charge = +2
relative energy (zero: lowest compared OMol25 entry of this formula, charge and spin) = 1.967 eV
Kohn-Sham gap = 5.68 eV
E_tot = -3280.29671 Ha

CARTESIAN COORDINATES (ANGSTROEM)
C: -0.135 -1.096 3.643
C: 1.094 -0.506 3.188
C: 0.889 0.906 3.114
H: 2.043 -1.006 3.077
C: -0.452 1.190 3.519
C: -1.094 -0.045 3.810
H: -2.076 -0.147 4.249
H: -0.279 -2.125 3.954
H: 1.654 1.636 2.882
H: -0.881 2.166 3.702
Zr: -0.481 -0.113 1.457
Si: 0.816 2.540 0.004
C: 1.814 2.505 -1.639
C: 1.227 2.852 -2.966
H: 0.416 3.598 -2.944
C: 2.144 2.902 -4.105
H: 1.742 3.025 -5.112
C: 3.502 2.817 -3.907
H: 4.195 2.932 -4.744
C: 4.025 2.510 -2.648
H: 5.094 2.333 -2.540
C: 3.174 2.339 -1.539
H: 3.601 2.066 -0.570
C: 0.266 4.331 -0.317
C: 1.309 5.255 -0.519
H: 2.331 4.968 -0.247
C: 1.055 6.479 -1.142
H: 1.879 7.172 -1.325
C: -0.252 6.805 -1.529
H: -0.446 7.754 -2.025
C: -1.300 5.920 -1.264
H: -2.327 6.172 -1.537
C: -1.047 4.686 -0.640
H: -1.862 3.983 -0.438
H: 1.669 2.378 1.174
Si: 0.169 1.191 -3.377
C: -1.085 1.480 -1.991
C: -0.623 1.499 -0.499
H: -0.068 0.491 -0.406
C: -1.636 1.800 0.569
H: -1.349 2.522 1.380
C: -3.014 1.858 0.183
H: -3.777 2.125 0.933
C: -3.379 1.719 -1.143
H: -4.431 1.841 -1.425
C: -2.445 1.516 -2.190
H: -2.857 1.397 -3.197
C: 1.507 -0.165 -3.228
C: 1.707 -0.884 -2.049
H: 0.894 -0.984 -1.330
C: 2.963 -1.420 -1.761
H: 3.146 -1.845 -0.771
C: 3.978 -1.359 -2.720
H: 4.976 -1.717 -2.469
C: 3.700 -0.852 -3.995
H: 4.469 -0.829 -4.768
C: 2.446 -0.304 -4.264
H: 2.256 0.106 -5.257
H: -0.266 1.055 -4.714
Cl: -1.447 -1.442 -0.632
C: -3.958 -2.575 0.816
P: -2.689 -2.082 2.063
C: -3.835 -1.849 3.474
C: -2.016 -3.784 2.439
C: -2.865 -4.737 3.012
C: -2.425 -6.042 3.252
C: -1.123 -6.409 2.912
C: -0.265 -5.470 2.334
C: -0.689 -4.158 2.095
P: 0.481 -2.974 1.255
C: 2.065 -3.455 2.041
C: 0.691 -3.865 -0.339
H: -4.314 -1.683 0.287
H: -4.804 -3.051 1.328
H: -3.532 -3.277 0.087
H: -4.779 -2.373 3.292
H: -3.379 -2.217 4.397
H: -4.038 -0.776 3.562
H: -3.887 -4.468 3.283
H: -3.105 -6.767 3.700
H: -0.767 -7.425 3.088
H: 0.750 -5.775 2.069
H: 2.420 -4.401 1.615
H: 2.807 -2.672 1.840
H: 1.934 -3.564 3.123
H: 1.122 -4.858 -0.149
H: -0.289 -3.974 -0.817
H: 1.351 -3.300 -1.010

[4]
Here is a molecular structure, C39H44FN8O9SSiY from the Open Molecules 2025 dataset. Energies are from the ωB97M-V functional and the def2-TZVPD basis.

Results
net charge = -2
relative energy (zero: lowest compared OMol25 entry of this formula, charge and spin) = 0.000 eV
Kohn-Sham gap = 4.90 eV
E_tot = -3454.05710 Ha

CARTESIAN COORDINATES (ANGSTROEM)
Y: 1.824 -0.856 0.004
N: -2.511 4.593 5.604
C: -1.946 4.122 4.401
C: -0.925 4.834 3.777
C: -0.370 4.376 2.594
C: -0.842 3.206 2.019
C: -1.883 2.511 2.615
C: -2.432 2.964 3.802
S: -0.125 2.571 0.524
O: -1.201 1.915 -0.183
O: 0.515 3.693 -0.127
N: 0.906 1.424 0.946
C: 2.012 1.698 1.677
N: 2.267 2.883 2.256
C: 3.398 2.962 2.942
C: 4.300 1.918 3.078
C: 3.952 0.734 2.443
N: 2.824 0.626 1.770
H: -1.857 5.129 6.156
H: -2.904 3.849 6.163
H: -0.556 5.747 4.233
H: 0.438 4.906 2.111
H: -2.254 1.614 2.138
H: -3.236 2.410 4.275
H: 3.597 3.925 3.408
H: 5.219 2.021 3.634
H: 4.571 -0.158 2.466
C: -4.615 0.155 -4.124
C: -3.446 -0.033 -5.086
C: -3.461 0.939 -6.258
C: -3.289 2.370 -5.770
C: -2.104 2.482 -4.845
C: -1.482 3.695 -4.641
C: -0.392 3.791 -3.785
F: 0.174 5.007 -3.626
C: 0.109 2.709 -3.119
C: -0.497 1.466 -3.321
C: 0.024 0.298 -2.592
O: 0.964 0.443 -1.804
C: -0.603 -0.958 -2.897
C: -1.651 -0.983 -3.758
N: -2.175 0.098 -4.369
C: -1.599 1.350 -4.177
C: -0.128 -2.275 -2.338
O: -0.334 -3.302 -2.998
O: 0.459 -2.222 -1.216
H: -5.565 0.071 -4.656
H: -4.569 1.130 -3.638
H: -4.585 -0.603 -3.342
H: -3.466 -1.054 -5.474
H: -4.397 0.824 -6.809
H: -2.643 0.681 -6.934
H: -4.197 2.700 -5.255
H: -3.151 3.044 -6.617
H: -1.837 4.585 -5.146
H: 0.935 2.803 -2.426
H: -2.112 -1.938 -3.985
O: 6.640 -0.967 -3.982
C: 5.902 -2.032 -4.224
O: 6.183 -2.836 -5.093
C: 4.689 -2.209 -3.384
C: 3.795 -3.256 -3.503
N: 2.836 -3.064 -2.586
N: 3.047 -1.952 -1.883
C: 4.156 -1.416 -2.345
C: 4.572 -0.116 -1.716
O: 5.632 0.403 -2.135
O: 3.801 0.326 -0.835
H: 6.257 -0.386 -3.220
H: 3.797 -4.095 -4.177
H: 1.983 -3.587 -2.416
N: 4.340 -2.958 1.658
C: 3.546 -2.292 1.132
C: 0.618 -4.158 2.307
Si: 0.099 -2.316 2.113
C: -1.813 -2.494 1.623
C: -2.799 -2.722 2.769
C: -1.958 -3.686 0.670
C: -2.239 -1.228 0.876
C: 0.196 -1.694 3.984
C: -0.379 -0.283 4.101
C: 1.685 -1.627 4.337
C: -0.460 -2.593 5.037
H: -0.076 -4.755 2.911
H: 1.612 -4.216 2.757
H: 0.698 -4.627 1.322
H: -2.540 -3.610 3.354
H: -3.813 -2.875 2.367
H: -2.846 -1.871 3.451
H: -1.818 -4.634 1.197
H: -1.238 -3.654 -0.147
H: -2.969 -3.695 0.234
H: -2.140 -0.345 1.511
H: -3.291 -1.295 0.552
H: -1.623 -1.050 -0.008
H: 0.070 0.391 3.364
H: -0.192 0.137 5.102
H: -1.462 -0.266 3.938
H: 2.219 -0.949 3.677
H: 2.173 -2.601 4.254
H: 1.811 -1.271 5.372
H: -1.544 -2.643 4.939
H: -0.239 -2.211 6.046
H: -0.071 -3.614 4.984